Entry from the OMol25 dataset: C5H11NO in the gas phase (ωB97M-V/def2-TZVPD).

Each line ends with the Mulliken charge.
CARTESIAN COORDINATES (ANGSTROEM)
O: 0.509 -1.390 -1.702  -0.602
N: 0.108 -0.786 0.455  -0.033
C: -1.311 -0.819 0.200  -0.728
C: -1.804 0.780 -0.455  -1.013
C: 2.158 0.011 -0.690  -1.293
C: 0.877 -0.793 -0.707  0.931
C: 0.283 0.262 1.437  -0.881
H: -1.483 -1.627 -0.532  0.364
H: 2.620 -0.070 -1.674  0.321
H: 2.847 -0.349 0.078  0.352
H: -1.460 1.848 -0.251  0.321
H: -1.796 -1.128 1.148  0.349
H: -0.376 1.054 1.047  0.285
H: -0.115 -0.065 2.402  0.262
H: 1.325 0.543 1.566  0.380
H: 1.940 1.065 -0.480  0.344
H: -1.511 0.674 -1.497  0.296
H: -2.886 0.906 -0.385  0.346

LUMO level in Eh: 0.036
Total charge: 0
Molecular weight in g mol⁻¹: 101.15
SMILES: CCN(C)C(C)=O
Multiplicity: 1
Kohn-Sham gap in eV: 10.3